Entry 1:
A molecular structure, C22H26N3O4PbSeTe4 at a distorted geometry, computed with the ωB97M-V functional and the def2-TZVPD basis.

The geometry in XYZ format:
```
61
Properties=species:S:1:pos:R:3
Pb 0.230 0.278 -0.096
Te 0.590 -0.365 2.667
Te 2.401 1.589 3.025
Te 0.798 3.703 2.557
Te 0.113 3.173 -0.050
O 4.776 -0.301 -0.654
C 3.667 -0.719 -0.332
O 2.710 -0.009 0.123
C 3.481 -2.245 -0.445
C 4.603 -3.014 -0.746
C 4.516 -4.395 -0.860
C 3.308 -5.038 -0.678
C 2.185 -4.276 -0.375
C 2.273 -2.890 -0.258
N 0.921 -4.917 -0.179
O -0.033 -4.233 0.168
O 0.837 -6.124 -0.362
H 5.543 -2.499 -0.892
H 5.398 -4.976 -1.093
H 3.207 -6.110 -0.759
H 1.376 -2.346 -0.025
C -5.279 -3.236 0.462
C -5.300 -2.913 1.953
C -4.004 -3.317 2.657
C -2.801 -2.456 2.278
N -2.960 -1.067 2.651
C -3.018 -0.012 1.800
Se -2.962 -0.090 -0.035
N -3.099 1.124 2.537
C -3.233 2.461 1.992
C -4.614 2.728 1.390
C -5.781 2.508 2.352
C -5.838 3.531 3.484
C -3.018 0.799 3.878
C -2.974 1.577 5.023
C -2.862 0.919 6.237
C -2.780 -0.469 6.306
C -2.810 -1.251 5.164
C -2.930 -0.595 3.949
H -6.244 -3.014 0.005
H -5.053 -4.292 0.306
H -4.523 -2.645 -0.053
H -6.130 -3.447 2.423
H -5.482 -1.844 2.098
H -3.754 -4.347 2.392
H -4.155 -3.273 3.738
H -2.627 -2.496 1.206
H -1.901 -2.838 2.766
H -2.479 2.591 1.212
H -3.013 3.165 2.793
H -4.744 2.079 0.524
H -4.618 3.760 1.031
H -5.718 1.499 2.771
H -6.710 2.565 1.779
H -5.005 3.399 4.172
H -6.761 3.424 4.053
H -5.798 4.546 3.084
H -2.991 2.656 4.981
H -2.828 1.499 7.149
H -2.672 -0.948 7.270
H -2.709 -2.326 5.219
```

Properties
Net charge   -1
Frontier orbital gap   6.075 eV
Energy relative to the best compared isomer or geometry (same formula, charge and spin)   14.8 kcal per mole
Calculated total energy   -135666.922 eV

Taken from the Mulliken analysis, the atomic charges in e are: 0.370 -0.229 -0.128 -0.179 -0.487 -0.729 0.112 -0.205 0.351 -0.472 -0.480 -0.535 -0.174 0.492 0.998 -0.604 -0.639 0.486 0.367 0.464 0.017 -1.170 -0.057 -0.783 -1.207 1.191 -0.727 -0.197 0.862 -0.650 -0.650 -0.143 -1.133 0.483 -0.841 -0.803 -0.886 -0.834 0.845 0.359 0.321 0.210 0.390 0.003 0.489 0.312 0.478 0.346 -0.327 0.579 0.277 0.485 0.024 0.430 0.187 0.388 0.307 0.453 0.403 0.390 0.401



Entry 2:
A molecular structure, C20H59N5O7 at a distorted geometry, computed with the ωB97M-V functional and the def2-TZVPD basis.

The geometry in XYZ format:
```
91
Properties=species:S:1:pos:R:3
O -0.640 1.709 -1.380
H -0.786 2.623 -1.625
H -0.707 1.226 -2.204
O 0.551 0.656 -0.042
H 0.778 1.455 0.434
H -0.171 0.915 -0.614
C 0.073 -0.863 -1.831
C -0.117 -1.039 -3.316
C -0.440 0.360 -4.060
O -1.435 1.156 -3.453
C -2.798 0.681 -3.669
N 1.205 -1.541 -3.785
H -0.826 -0.715 -1.233
H 0.783 -0.053 -1.661
H 0.487 -1.748 -1.347
H -0.942 -1.747 -3.391
H -0.780 0.131 -5.070
H 0.488 0.911 -4.218
H -3.154 0.672 -4.699
H -3.497 1.338 -3.152
H -2.942 -0.284 -3.183
H 1.861 -0.818 -3.524
H 1.540 -2.258 -3.159
C 3.421 1.492 0.784
C 3.566 0.851 -0.627
C 4.882 0.135 -0.864
O 5.980 1.137 -1.183
C 7.282 0.500 -1.386
N 2.490 -0.072 -0.785
H 3.732 0.975 1.692
H 2.377 1.780 0.909
H 3.945 2.428 0.977
H 3.463 1.735 -1.257
H 4.828 -0.415 -1.803
H 5.193 -0.512 -0.044
H 7.794 0.186 -0.477
H 7.950 1.286 -1.736
H 7.235 -0.407 -1.988
H 1.565 0.327 -0.703
H 2.723 -0.607 0.039
C -0.843 -5.055 0.842
C -1.697 -3.882 0.273
C -0.759 -2.748 -0.246
O -0.047 -2.188 0.870
C -0.674 -1.112 1.539
N -2.487 -4.374 -0.806
H -1.571 -5.799 1.165
H -0.201 -4.771 1.677
H -0.148 -5.615 0.217
H -2.316 -3.509 1.088
H -1.200 -2.056 -0.964
H 0.052 -3.113 -0.875
H -0.544 -0.296 0.829
H -0.187 -0.897 2.490
H -1.724 -1.260 1.791
H -1.892 -5.077 -1.220
H -3.211 -4.792 -0.240
C -0.578 0.756 2.800
C 0.937 1.229 2.797
C 1.164 2.676 2.215
O 1.009 2.623 0.781
C 0.623 3.902 0.312
N 1.399 1.089 4.123
H -1.016 0.732 1.802
H -1.172 1.279 3.550
H -0.632 -0.298 3.071
H 1.444 0.479 2.189
H 2.108 3.177 2.430
H 0.443 3.380 2.632
H -0.358 4.220 0.665
H 0.743 4.027 -0.764
H 1.304 4.659 0.701
H 1.316 0.155 4.499
H 2.379 1.307 4.232
C -3.516 1.431 3.364
C -4.092 1.177 1.924
C -3.092 0.364 1.069
O -3.505 0.064 -0.259
C -2.423 -0.506 -1.009
N -5.372 0.411 2.039
H -2.535 1.900 3.288
H -3.470 0.533 3.979
H -4.115 2.130 3.949
H -4.295 2.103 1.384
H -2.836 -0.575 1.561
H -2.173 0.949 1.058
H -2.860 -0.588 -2.004
H -2.179 -1.553 -0.824
H -1.602 0.176 -1.231
H -5.352 -0.121 1.181
H -5.201 -0.328 2.705
```

Properties
Frontier orbital gap   7.662 eV
Energy relative to the best compared isomer or geometry (same formula, charge and spin)   444.9 kcal per mole
Calculated total energy   -43458.350 eV

Taken from the Mulliken analysis, the atomic charges in e are: -0.441 0.364 0.552 0.440 -0.429 -0.702 -2.014 -0.498 -1.003 -0.419 -0.836 -0.941 -4.510 2.029 1.146 0.669 0.471 0.315 0.414 0.320 0.649 0.396 0.424 -2.019 0.064 -0.889 -0.397 -0.756 -0.263 0.309 0.676 0.593 0.405 0.457 0.394 0.299 0.267 0.290 0.565 0.252 -1.605 0.513 -0.751 -0.548 0.460 -0.603 0.462 0.325 0.327 0.496 0.545 0.948 -0.693 0.675 0.395 0.330 0.334 -1.467 1.419 -1.462 0.115 -1.206 -0.825 -0.402 0.730 -0.051 0.162 0.461 0.427 0.375 0.327 0.357 0.273 0.299 -1.304 0.264 0.366 -0.590 1.203 -0.905 0.320 0.352 0.497 0.484 -0.045 -0.056 0.038 -0.596 1.501 0.386 0.297



Copy entry 1 word for word.
A molecular structure, C22H26N3O4PbSeTe4 at a distorted geometry, computed with the ωB97M-V functional and the def2-TZVPD basis.

The geometry in XYZ format:
```
61
Properties=species:S:1:pos:R:3
Pb 0.230 0.278 -0.096
Te 0.590 -0.365 2.667
Te 2.401 1.589 3.025
Te 0.798 3.703 2.557
Te 0.113 3.173 -0.050
O 4.776 -0.301 -0.654
C 3.667 -0.719 -0.332
O 2.710 -0.009 0.123
C 3.481 -2.245 -0.445
C 4.603 -3.014 -0.746
C 4.516 -4.395 -0.860
C 3.308 -5.038 -0.678
C 2.185 -4.276 -0.375
C 2.273 -2.890 -0.258
N 0.921 -4.917 -0.179
O -0.033 -4.233 0.168
O 0.837 -6.124 -0.362
H 5.543 -2.499 -0.892
H 5.398 -4.976 -1.093
H 3.207 -6.110 -0.759
H 1.376 -2.346 -0.025
C -5.279 -3.236 0.462
C -5.300 -2.913 1.953
C -4.004 -3.317 2.657
C -2.801 -2.456 2.278
N -2.960 -1.067 2.651
C -3.018 -0.012 1.800
Se -2.962 -0.090 -0.035
N -3.099 1.124 2.537
C -3.233 2.461 1.992
C -4.614 2.728 1.390
C -5.781 2.508 2.352
C -5.838 3.531 3.484
C -3.018 0.799 3.878
C -2.974 1.577 5.023
C -2.862 0.919 6.237
C -2.780 -0.469 6.306
C -2.810 -1.251 5.164
C -2.930 -0.595 3.949
H -6.244 -3.014 0.005
H -5.053 -4.292 0.306
H -4.523 -2.645 -0.053
H -6.130 -3.447 2.423
H -5.482 -1.844 2.098
H -3.754 -4.347 2.392
H -4.155 -3.273 3.738
H -2.627 -2.496 1.206
H -1.901 -2.838 2.766
H -2.479 2.591 1.212
H -3.013 3.165 2.793
H -4.744 2.079 0.524
H -4.618 3.760 1.031
H -5.718 1.499 2.771
H -6.710 2.565 1.779
H -5.005 3.399 4.172
H -6.761 3.424 4.053
H -5.798 4.546 3.084
H -2.991 2.656 4.981
H -2.828 1.499 7.149
H -2.672 -0.948 7.270
H -2.709 -2.326 5.219
```

Properties
Net charge   -1
Frontier orbital gap   6.075 eV
Energy relative to the best compared isomer or geometry (same formula, charge and spin)   14.8 kcal per mole
Calculated total energy   -135666.922 eV

Taken from the Mulliken analysis, the atomic charges in e are: 0.370 -0.229 -0.128 -0.179 -0.487 -0.729 0.112 -0.205 0.351 -0.472 -0.480 -0.535 -0.174 0.492 0.998 -0.604 -0.639 0.486 0.367 0.464 0.017 -1.170 -0.057 -0.783 -1.207 1.191 -0.727 -0.197 0.862 -0.650 -0.650 -0.143 -1.133 0.483 -0.841 -0.803 -0.886 -0.834 0.845 0.359 0.321 0.210 0.390 0.003 0.489 0.312 0.478 0.346 -0.327 0.579 0.277 0.485 0.024 0.430 0.187 0.388 0.307 0.453 0.403 0.390 0.401



Question: Which value of energy relative to the best compared isomer or geometry (same formula, charge and spin) does entry 1 give?
Answer: 14.8 kcal per mole



Question: What is the frontier orbital gap in the first record?
Answer: 6.075 eV



Question: Look up the energy relative to the best compared isomer or geometry (same formula, charge and spin) of the second one.
Answer: 444.9 kcal per mole